(1)
This record from the Open Molecules 2025 dataset describes a structure of composition C27H38GaN2O5S3Si in a non-equilibrium geometry. The level of theory is ωB97M-V/def2-TZVPD.

Calculated values
**Lowest unoccupied orbital energy**: 0.046 hartree
**Multiplicity**: 1
**Charge**: -1
**Energy relative to the best compared isomer or geometry (same formula, charge and spin)**: 0.0 kcal per mole
**HOMO-LUMO gap**: 0.2420 hartree

```
77
C27H38GaN2O5S3Si | the Open Molecules 2025 dataset | ωB97M-V/def2-TZVPD
Ga 12.556 12.291 7.584
O 9.471 9.864 5.387
S 9.798 10.447 6.702
O 9.777 8.994 7.857
N 11.460 10.678 6.738
C 12.329 9.717 6.243
C 12.014 8.452 5.668
C 13.031 7.630 5.253
C 14.364 8.038 5.268
C 14.700 9.353 5.754
C 16.014 9.834 5.670
C 16.329 11.118 6.069
C 15.267 11.954 6.421
N 14.011 11.481 6.563
C 13.687 10.198 6.222
C 9.060 7.876 7.500
C 9.454 6.628 8.000
C 8.771 5.480 7.596
C 7.550 5.575 6.887
C 7.238 6.807 6.322
C 7.960 7.954 6.632
H 10.920 8.340 5.568
H 12.743 6.747 4.732
H 15.094 7.297 4.997
H 16.817 9.207 5.275
H 17.363 11.468 6.014
H 15.298 13.011 6.593
H 10.272 6.606 8.654
H 9.132 4.506 7.861
H 6.973 4.659 6.760
H 6.418 6.865 5.624
H 7.773 8.948 6.241
O 10.227 15.470 7.643
S 10.787 14.519 6.671
O 10.602 13.087 7.261
O 10.157 14.643 5.363
S 12.804 14.689 6.607
C 15.409 11.428 10.452
C 13.953 10.994 10.752
C 13.741 9.758 9.891
C 13.748 10.703 12.212
Si 12.585 12.262 10.193
C 10.874 11.861 10.997
C 10.504 10.352 10.876
C 9.660 12.605 10.368
C 10.777 12.207 12.498
C 13.062 14.056 10.807
C 14.199 14.638 9.839
C 11.931 15.078 10.757
C 13.646 14.111 12.201
H 16.057 10.564 10.649
H 15.728 12.295 11.121
H 15.592 11.753 9.435
H 14.514 8.952 10.188
H 13.887 9.958 8.849
H 12.773 9.267 9.971
H 14.514 9.931 12.560
H 12.705 10.376 12.406
H 13.969 11.580 12.854
H 10.451 10.007 9.848
H 9.465 10.195 11.323
H 11.161 9.685 11.479
H 9.574 12.633 9.244
H 9.635 13.706 10.581
H 8.742 12.268 10.863
H 11.551 11.676 13.131
H 9.780 11.803 12.845
H 10.758 13.337 12.635
H 13.714 15.029 8.897
H 14.919 13.864 9.600
H 14.700 15.466 10.436
H 11.426 15.111 9.778
H 12.407 16.082 10.856
H 11.209 14.928 11.540
H 14.478 13.399 12.354
H 12.932 13.903 12.991
H 13.986 15.148 12.427
```


(2)
This record from the Open Molecules 2025 dataset describes a structure of composition C27H38N5O4Re in a non-equilibrium geometry. The level of theory is ωB97M-V/def2-TZVPD.

Calculated values
**Lowest unoccupied orbital energy (alpha / beta)**: -0.092 / -0.139 hartree
**Multiplicity**: 4
**Charge**: +1
**Energy relative to the best compared isomer or geometry (same formula, charge and spin)**: 10.6 kcal per mole
**Expectation value of S²**: 3.782
**HOMO-LUMO gap (alpha / beta)**: 0.3075 / 0.2696 hartree

```
75
C27H38N5O4Re | the Open Molecules 2025 dataset | ωB97M-V/def2-TZVPD
Re -0.947 0.853 0.570
N -0.416 0.364 2.661
C -1.474 -0.118 3.506
C -1.726 0.478 4.732
C -2.699 -0.044 5.569
C -3.395 -1.175 5.181
C -3.138 -1.767 3.958
C -2.181 -1.248 3.086
C -1.908 -1.878 1.782
C -1.951 -3.273 1.726
C -1.816 -3.959 0.537
C -1.698 -3.246 -0.645
C -1.614 -1.868 -0.601
C -1.633 -1.161 0.600
H 0.052 1.144 3.129
H 0.259 -0.414 2.552
H -1.146 1.338 5.044
H -2.895 0.413 6.527
H -4.141 -1.598 5.836
H -3.693 -2.645 3.673
H -2.056 -3.821 2.650
H -1.827 -5.037 0.527
H -1.657 -3.753 -1.597
H -1.542 -1.332 -1.536
C -2.847 3.051 1.318
O -2.658 1.707 1.106
H -2.001 3.656 0.954
H -2.989 3.255 2.387
H -3.752 3.395 0.800
C -0.922 1.182 -5.830
C -1.142 0.072 -4.800
N -0.904 0.457 -3.413
C 0.412 0.134 -2.883
C 1.454 1.184 -3.267
C -1.792 1.136 -2.683
C -3.027 1.682 -3.349
N -1.651 1.399 -1.402
H -0.995 0.750 -6.826
H 0.065 1.621 -5.724
H -1.663 1.971 -5.747
H -0.449 -0.742 -5.022
H -2.153 -0.331 -4.906
H 0.717 -0.847 -3.256
H 0.342 0.063 -1.797
H 1.672 1.166 -4.331
H 2.377 0.975 -2.737
H 1.111 2.181 -2.996
H -3.400 1.055 -4.151
H -2.795 2.661 -3.765
H -3.829 1.796 -2.623
H -2.410 2.020 -1.113
C 3.479 0.728 3.054
C 3.890 -0.500 2.250
C 3.423 -0.441 0.771
C 4.005 -1.661 0.024
C 3.518 -1.763 -1.416
C 3.971 0.826 0.149
O 5.138 1.013 -0.060
N 3.039 1.813 -0.141
C 1.687 1.694 0.016
O 0.914 2.642 -0.106
N 1.157 0.488 0.336
C 1.913 -0.541 0.810
O 1.355 -1.483 1.352
H 3.722 0.575 4.101
H 2.408 0.911 2.980
H 4.004 1.616 2.710
H 3.447 -1.396 2.693
H 4.975 -0.603 2.266
H 3.723 -2.562 0.569
H 5.092 -1.568 0.036
H 2.435 -1.862 -1.455
H 3.958 -2.640 -1.883
H 3.818 -0.890 -1.993
H 3.399 2.703 -0.473
```


What is the charge in the first record?
-1


charge of number 2 (C27H38N5O4Re)?
+1


Among the records above, which one has the lowest charge?
C27H38GaN2O5S3Si